One molecule with the formula C5H12N4. Source: OMol25; level of theory: the ωB97M-V functional and the def2-TZVPD basis.

Structure (XYZ):
```
21
Properties=species:S:1:pos:R:3:forces:R:3:mulliken_charge:R:1
C -0.48803 1.12800 1.76544 -0.7 -0.3 0.0 -0.71
C -0.94851 -0.56719 -0.11991 -0.5 -0.2 -0.3 0.14
C -1.47689 0.20148 1.11369 0.5 -0.6 0.6 -0.51
C -1.44845 0.04074 -1.44060 0.4 -0.1 0.2 -1.45
N 0.82117 1.02949 1.43936 0.3 -0.1 -1.2 0.01
C 1.29583 0.34331 0.41695 0.4 0.0 0.5 0.14
N 1.12457 -1.46213 -1.09445 -0.2 0.0 0.1 -0.78
N 2.63800 0.51266 0.02439 -0.1 0.3 -0.2 -0.63
N 0.49972 -0.71107 -0.07921 0.4 0.2 0.1 0.27
H 1.46801 1.67563 1.87243 0.1 -0.1 -0.1 0.28
H -0.73218 1.58015 2.70104 0.1 0.2 0.3 0.34
H -1.34828 -1.59434 -0.07458 0.1 0.2 0.0 0.17
H 0.65645 -1.35821 -1.99240 0.1 0.1 0.2 0.23
H 1.11253 -2.43975 -0.83530 -0.1 -0.1 0.0 0.22
H 2.73545 1.21001 -0.72352 0.0 -0.4 0.3 0.22
H 3.00091 -0.36790 -0.33091 0.0 0.2 0.1 0.33
H -2.34774 0.76894 0.81204 -0.4 0.0 -0.1 0.30
H -1.82402 -0.55689 1.85130 0.0 0.3 -0.4 0.28
H -1.04746 1.04425 -1.57297 0.0 0.1 0.0 0.29
H -1.16159 -0.57024 -2.29963 0.0 0.1 0.0 0.42
H -2.52948 0.09305 -1.43315 -0.2 0.0 0.0 0.43
```
Positions in Å, forces in eV/Å.

## Properties
total energy	-11336.96165	eV
maximum force	1.253	eV/A
LUMO energy (spin up / spin down)	0.03311 / 0.03311	hartree
HOMO-LUMO gap (spin up / spin down)	6.061 / 6.063	eV



A 2-piece molecular cluster, C5H13O2 overall. Source: OMol25; level of theory: the ωB97M-V functional and the def2-TZVPD basis.

Structure (XYZ):
```
20
Properties=species:S:1:pos:R:3:forces:R:3:mulliken_charge:R:1
C 1.81618 -0.13122 -1.56991 -0.2 0.1 0.1 -0.52
O 0.78668 0.19511 -0.74837 0.0 -0.1 0.1 -0.71
C 2.90823 -0.93928 -0.84973 0.0 0.2 0.0 -1.16
H 2.31955 0.76761 -2.00689 0.0 -0.1 -0.1 0.22
H 1.49576 -0.74151 -2.45193 0.1 0.0 0.0 0.25
H 3.76261 -1.13679 -1.50649 0.1 -0.1 0.0 0.41
H 2.49677 -1.88362 -0.49471 0.0 -0.1 0.0 0.25
H 3.24322 -0.38224 0.03095 0.0 0.0 -0.1 0.25
C -1.06794 1.20754 1.65794 0.0 -0.1 -0.1 -1.19
C -1.99374 0.64826 0.58477 0.0 0.2 -0.3 0.37
C -1.99672 -0.87659 0.61417 0.0 0.0 -0.1 -1.16
O -1.62465 1.12875 -0.68912 -0.2 0.1 0.0 -0.67
H -1.07034 2.29364 1.62841 -0.1 0.2 0.0 0.28
H -0.05670 0.86627 1.43727 0.1 0.0 0.0 0.25
H -1.36200 0.87284 2.65382 0.0 0.0 0.1 0.37
H -3.01571 1.01878 0.75049 0.0 0.0 0.1 0.36
H -2.31479 -1.25852 1.58791 0.0 0.0 0.1 0.36
H -0.98299 -1.20995 0.38442 0.0 -0.1 0.0 0.22
H -2.66699 -1.26805 -0.15173 -0.1 0.0 0.0 0.28
H -0.67643 0.82899 -0.86126 0.2 -0.2 0.0 0.54
```
Positions in Å, forces in eV/Å.

## Properties
total energy	-9491.11484	eV
maximum force	0.346	eV/A
LUMO energy	0.15506	hartree
HOMO-LUMO gap	7.393	eV
total charge	-1



Cl2I2O10V as an isolated structure. Source: OMol25; level of theory: the ωB97M-V functional and the def2-TZVPD basis.

Structure (XYZ):
```
15
Properties=species:S:1:pos:R:3:forces:R:3:mulliken_charge:R:1
O -0.04797 -1.68252 -1.21187 1.9 0.4 -0.9 -0.48
V 1.39654 -1.41985 -1.84184 -1.8 1.5 -0.1 0.89
O 1.39924 0.04333 -2.52504 0.1 -2.4 1.0 -0.57
I 3.12855 -1.51385 0.38894 -0.4 -0.1 -1.0 -0.35
I 1.09649 -3.08831 -4.15419 0.4 0.3 0.6 -0.48
Cl -2.09993 -1.98736 2.75728 0.0 0.2 -0.2 1.62
O -3.24267 -2.87165 2.98907 0.3 -0.1 0.2 -0.70
O -1.72178 -2.07219 1.36810 -0.2 0.1 0.5 -0.58
O -2.48865 -0.63884 3.12079 -0.1 -0.1 -0.2 -0.67
O -0.97777 -2.36453 3.59916 -0.3 -0.4 0.0 -0.68
Cl 0.70965 3.51197 -0.88330 0.0 -0.6 -1.1 1.62
O 0.18656 4.71226 -1.54596 0.2 -0.1 0.3 -0.71
O 0.74401 3.74264 0.54556 -0.1 0.0 -0.1 -0.65
O -0.13934 2.39076 -1.23361 0.2 0.7 0.6 -0.59
O 2.05708 3.23812 -1.37309 -0.4 0.5 0.4 -0.66
```
Positions in Å, forces in eV/Å.

## Properties
total energy	-87396.55032	eV
maximum force	2.632	eV/A
LUMO energy	0.21598	hartree
HOMO-LUMO gap	7.023	eV
total charge	-3



C8H13N3OS2 as an isolated structure. Source: OMol25; level of theory: the ωB97M-V functional and the def2-TZVPD basis.

Structure (XYZ):
```
27
Properties=species:S:1:pos:R:3:forces:R:3:mulliken_charge:R:1
C -2.33291 -0.16522 -1.58513 0.4 0.2 -0.3 0.72
C -0.36888 -0.40000 1.87411 1.8 -0.7 -1.7 1.51
C 1.14421 -0.35365 -0.92539 0.5 0.1 -2.1 0.28
C -1.76015 -0.55042 2.18810 -1.4 -0.1 1.7 -1.66
C 0.74931 -1.24771 2.39656 1.9 0.9 -0.9 -1.41
C 1.69810 1.49871 -2.58561 -2.0 -1.9 1.3 -1.40
C 1.12828 0.56451 0.30802 0.1 0.4 -3.3 -0.94
C 1.56561 0.04192 -2.18051 -0.8 -0.5 2.5 -0.20
N -1.90376 -0.73583 -2.48631 0.1 -0.7 -1.0 -0.63
N -2.72833 0.51075 -0.54130 0.3 1.0 1.3 -0.55
N -0.13943 0.42667 0.93186 0.3 0.9 0.7 -0.37
O -2.25996 2.22304 1.12374 -0.1 0.7 0.5 -0.57
S 0.49748 -1.97847 -0.60561 -0.1 -0.7 -1.2 -0.27
S -1.68087 1.59079 -0.02520 -0.5 -0.7 -1.0 0.63
H -2.28830 -1.04841 1.35491 0.2 -0.3 0.7 0.29
H -1.91401 -0.96589 3.22340 -0.2 0.2 -1.3 0.37
H -2.10239 0.47944 2.11571 -0.8 -0.2 0.7 0.49
H 1.33394 -1.78804 1.57256 -0.5 1.5 1.0 0.31
H 0.38278 -2.10338 2.86357 -0.8 -1.0 1.7 0.43
H 1.44153 -0.58858 3.01621 -0.8 -1.2 -0.5 0.31
H 1.36284 1.54047 -3.56952 -0.2 0.3 -2.0 0.45
H 0.96105 2.08121 -2.03696 0.3 0.3 0.2 0.38
H 2.66452 1.83918 -2.49015 2.1 1.1 0.2 0.35
H 1.21838 1.54783 -0.21019 0.0 -0.2 1.2 0.50
H 2.06047 0.32213 0.79580 -0.1 0.2 1.1 0.33
H 1.73535 -0.72759 -2.93316 -0.3 0.2 0.1 0.42
H -0.46488 -2.01347 -1.58953 0.7 0.2 0.4 0.22
```
Positions in Å, forces in eV/Å.

## Properties
total energy	-36691.36331	eV
maximum force	3.355	eV/A
LUMO energy	-0.00007	hartree
HOMO-LUMO gap	8.758	eV



A 2-piece molecular cluster, C2H4Cl3NS overall. Source: OMol25; level of theory: the ωB97M-V functional and the def2-TZVPD basis.

Structure (XYZ):
```
11
Properties=species:S:1:pos:R:3:forces:R:3:mulliken_charge:R:1
C 1.02583 -2.42403 -0.56398 -0.8 -0.8 2.1 -0.73
C 2.69121 -0.17028 0.19314 -3.0 0.9 2.0 0.33
N 0.65124 -1.20808 0.14436 1.9 1.5 0.6 -0.25
S -0.31576 -0.09144 -0.56434 -0.9 0.2 0.2 -0.10
Cl 3.58624 -0.94470 1.40405 0.3 -0.6 0.6 -0.11
Cl 3.39401 -0.15019 -1.29344 0.6 -0.1 -1.9 -0.08
Cl 2.09522 1.44456 0.72824 0.5 -0.9 -0.4 -0.14
H 0.07803 -2.89035 -0.84876 0.2 -0.2 -0.3 0.32
H 1.66633 -2.28609 -1.41848 0.3 0.0 -0.4 0.32
H 1.46732 -3.10152 0.25866 -0.3 1.0 -1.6 0.26
H -1.01583 0.51952 0.52189 1.2 -1.0 -0.9 0.16
```
Positions in Å, forces in eV/Å.

## Properties
total energy	-52027.86965	eV
maximum force	3.674	eV/A
LUMO energy (spin up / spin down)	-0.01684 / -0.01910	hartree
HOMO-LUMO gap (spin up / spin down)	7.874 / 7.811	eV



A 2-piece molecular cluster, C4H15N2O2 overall. Source: OMol25; level of theory: the ωB97M-V functional and the def2-TZVPD basis.

Structure (XYZ):
```
23
Properties=species:S:1:pos:R:3:forces:R:3:mulliken_charge:R:1
N -1.58047 -0.58164 -0.21005 1.4 -2.4 0.5 -0.31
C -0.50066 0.06218 0.74216 0.4 -0.5 -0.9 -0.09
C 0.26001 1.04842 -0.09421 2.5 2.2 5.0 -0.48
C -0.37726 2.29134 -0.68963 0.3 -1.4 -2.5 -0.24
O 0.12688 2.17698 -2.08383 -0.3 -0.5 1.9 -0.52
C 0.34708 -1.16190 1.29198 -1.9 3.0 3.3 -0.48
N -0.68704 -1.59945 2.37097 1.2 -1.6 -2.3 -0.59
H -2.12754 -1.37231 0.15363 0.4 0.2 1.0 0.41
H -2.23359 0.11931 -0.33738 -1.8 1.8 -1.2 0.30
H -1.20547 -1.00513 -1.09423 0.0 1.3 0.7 0.37
H -1.04717 0.65519 1.53259 0.3 -1.3 -0.7 0.22
H 1.00107 1.49686 0.82777 -1.5 -1.3 -2.5 0.30
H 0.92370 0.54471 -0.73943 0.7 -0.3 -1.1 0.10
H -1.47675 2.10962 -0.77110 0.5 1.0 0.5 0.23
H -0.03686 3.27291 -0.28938 -0.7 -0.9 0.1 0.31
H -0.20885 2.94277 -2.50174 -0.4 1.3 -1.2 0.30
H 1.28610 -0.79446 1.84697 -1.1 -0.6 -1.5 0.32
H 0.52727 -1.91522 0.52765 0.1 0.0 0.2 0.35
H -0.58153 -1.15630 3.26009 0.4 0.8 0.3 0.22
H -0.40793 -2.54719 2.54806 -0.4 -0.7 0.4 0.25
H 2.36229 -0.92025 -2.22358 -0.9 2.3 -0.1 0.27
H 2.92765 -2.08831 -2.41392 1.1 -2.1 -0.5 0.32
O 2.70910 -1.57814 -1.65339 -0.2 -0.2 0.5 -0.59
```
Positions in Å, forces in eV/Å.

## Properties
total energy	-11458.09410	eV
maximum force	6.001	eV/A
LUMO energy	-0.11957	hartree
HOMO-LUMO gap	10.621	eV
total charge	+1